1.
C36H48Cl12F32O4 | wB97M-V/def2-TZVPD

```
132
Properties=species:S:1:pos:R:3:forces:R:3
C 2.839 -3.496 -6.952 0.476 -1.359 0.045
C 4.303 -3.127 -6.555 -2.447 0.017 -1.967
C 5.022 -2.540 -7.783 0.746 1.712 1.503
F 6.358 -2.604 -7.659 1.075 0.077 0.941
F 4.787 -3.182 -8.886 -1.338 -1.547 -2.149
F 4.278 -2.241 -5.590 0.204 1.494 1.204
F 4.890 -4.202 -6.089 1.078 -1.834 0.310
O 2.093 -2.335 -7.181 -2.735 -0.229 0.216
C 0.678 -2.606 -7.202 1.000 2.163 -0.795
C -0.066 -1.281 -7.459 1.927 1.611 -1.392
F -1.373 -1.374 -7.568 -1.645 -1.162 0.363
F 0.187 -0.339 -6.534 0.286 -0.467 0.486
F 0.382 -3.410 -8.247 0.149 -0.483 0.028
F 0.182 -3.142 -6.110 0.317 -1.053 1.064
H 2.361 -4.158 -6.230 0.303 0.419 0.856
H 2.848 -4.166 -7.811 0.323 0.359 -0.542
H 4.753 -1.489 -7.883 -0.262 0.132 0.007
H 0.274 -0.916 -8.427 0.428 0.144 -0.062
C -0.215 -1.608 0.440 0.424 0.751 1.363
C -1.630 -1.614 1.017 2.874 -0.294 -0.285
C -1.618 -1.929 2.562 -2.920 1.051 -0.620
F -1.421 -3.215 2.786 0.561 -1.193 -0.082
F -0.812 -1.215 3.356 0.990 0.495 -0.707
F -2.244 -0.437 0.787 -0.135 0.243 0.448
F -2.283 -2.548 0.310 -1.086 -0.418 0.410
O -0.221 -1.067 -0.847 0.324 0.059 -0.980
C 0.435 -1.817 -1.807 0.782 3.034 0.975
C 0.543 -0.886 -3.058 -1.529 0.271 -0.304
F 0.936 0.360 -2.770 0.797 -0.003 0.644
F 1.310 -1.403 -4.018 0.953 -0.581 -0.059
F 1.613 -2.279 -1.332 0.388 0.205 -0.206
F -0.275 -2.855 -2.073 -1.443 -2.629 -1.146
H 0.257 -2.588 0.500 -0.423 -0.129 -0.038
H 0.389 -0.956 1.072 0.136 0.172 0.094
H -2.622 -1.644 2.878 -0.344 -0.271 0.157
H -0.442 -0.747 -3.503 -0.328 -0.464 0.260
C 0.316 4.651 -1.033 0.153 0.109 0.288
C -0.157 3.997 0.282 -0.227 -0.789 -2.353
C -0.346 2.463 0.097 -1.198 -0.654 1.804
F -1.284 2.152 -0.787 -0.826 0.376 -1.864
F 0.758 1.781 -0.196 1.242 0.275 -0.509
F 0.720 4.119 1.256 1.276 0.492 1.328
F -1.329 4.506 0.717 -0.317 0.063 -0.019
O 0.366 6.078 -0.876 -0.675 1.807 -1.474
C 0.134 6.847 -2.112 1.773 -2.408 2.089
C 0.266 8.361 -1.865 -2.370 0.678 2.357
F 1.264 8.744 -1.068 1.272 -0.678 0.241
F 0.277 9.204 -2.899 0.115 -0.678 -1.307
F 1.095 6.458 -2.961 -0.882 -0.129 -0.790
F -1.130 6.542 -2.494 0.895 0.498 -0.770
H -0.326 4.301 -1.841 -0.201 0.269 -0.019
H 1.318 4.283 -1.252 0.108 -0.099 0.000
H -0.757 1.988 0.989 0.314 0.615 0.904
H -0.636 8.574 -1.291 -0.379 0.151 -0.009
C -5.818 -5.212 4.235 0.783 0.982 -1.970
C -6.228 -5.461 5.642 -0.012 -1.377 -0.609
C -6.169 -6.986 5.930 -0.407 -1.287 2.071
F -7.219 -7.710 5.471 -0.190 0.527 -1.060
F -5.031 -7.565 5.500 0.420 0.333 -0.935
F -5.503 -4.883 6.605 0.887 0.411 0.077
F -7.466 -5.011 5.790 -1.436 0.107 0.399
O -5.910 -3.808 3.937 0.118 1.218 -0.235
C -5.560 -3.463 2.619 -0.003 0.364 2.851
C -5.579 -1.921 2.363 -2.765 0.535 0.062
F -5.031 -1.145 3.299 0.704 -0.445 1.041
F -5.046 -1.549 1.209 1.107 -0.757 -1.112
F -4.341 -3.907 2.420 1.551 -0.712 -1.071
F -6.420 -4.070 1.814 -0.245 -0.131 -1.236
H -6.490 -5.700 3.530 -0.307 -0.502 0.469
H -4.824 -5.584 3.989 0.136 0.039 0.450
H -6.182 -7.235 6.991 -0.009 0.948 0.393
H -6.623 -1.621 2.266 -0.367 -0.235 0.405
C 0.208 1.964 4.147 -1.377 1.310 0.207
C -1.000 2.971 4.028 0.893 -0.269 -1.383
C -1.626 3.491 5.276 0.082 -0.341 0.480
C -0.649 4.075 6.308 -0.928 0.555 -0.003
C 0.188 5.334 5.895 -0.570 -1.349 -0.499
C -0.680 6.434 5.273 0.083 -0.057 0.720
H 1.084 2.493 4.522 0.092 -0.074 -0.103
H 0.398 1.606 3.135 0.231 -0.335 0.257
H -0.033 1.174 4.858 0.052 -0.287 -0.252
H -0.671 3.802 3.405 0.331 0.250 0.091
H -1.783 2.560 3.391 -0.124 -0.505 0.067
H -2.138 2.658 5.757 0.054 -0.249 0.314
H -2.462 4.150 5.044 0.214 0.444 -0.136
H -1.344 4.313 7.113 0.335 0.370 0.542
H -0.053 3.235 6.664 0.440 0.247 0.037
H 0.740 5.707 6.758 -0.067 0.038 0.039
H 0.925 4.949 5.189 0.218 0.299 -0.194
H -0.128 7.354 5.079 0.159 -0.113 -0.121
H -1.206 6.141 4.365 0.146 -0.130 0.030
H -1.421 6.687 6.031 -0.317 0.150 -0.093
C 3.551 2.042 2.640 -0.360 0.039 -0.245
C 4.052 2.069 1.173 -0.033 -0.604 1.059
C 4.575 0.690 0.759 -0.047 0.168 -0.762
C 5.424 0.752 -0.541 -1.160 -0.075 -0.405
C 4.675 0.970 -1.925 0.258 0.086 0.801
C 4.112 -0.317 -2.572 0.179 1.175 0.586
H 2.759 1.328 2.863 -0.266 -0.126 -0.511
H 3.158 3.015 2.935 0.092 0.090 0.078
H 4.323 1.740 3.348 0.421 0.265 -0.141
H 3.290 2.419 0.477 -0.058 0.059 0.113
H 4.873 2.786 1.172 0.106 0.083 -0.312
H 3.746 -0.011 0.660 -0.278 -0.051 -0.166
H 5.153 0.298 1.596 0.393 -0.050 -0.040
H 6.128 1.558 -0.333 0.273 0.004 -0.450
H 5.967 -0.178 -0.709 0.289 -0.064 0.372
H 3.877 1.712 -1.905 -0.121 0.062 0.463
H 5.402 1.442 -2.586 0.118 -0.214 -0.209
H 3.542 -0.007 -3.449 0.298 -0.256 -0.272
H 4.944 -0.979 -2.812 -0.290 -0.278 -0.147
H 3.381 -0.781 -1.910 0.277 -0.254 0.106
C 1.590 2.184 -5.341 -0.290 -0.947 0.271
Cl 2.421 3.333 -4.171 1.123 1.011 1.816
Cl 2.574 1.915 -6.742 1.198 -0.387 -2.013
Cl -0.037 2.824 -5.726 -1.674 0.079 -0.355
H 1.521 1.188 -4.903 -0.335 0.277 0.360
C -1.525 -5.804 -0.861 0.377 1.082 -0.110
Cl -1.488 -7.499 -1.162 0.062 -0.915 -0.099
Cl -0.113 -5.291 0.127 -0.340 -0.239 -0.313
Cl -3.009 -5.301 -0.097 -0.443 -0.167 0.255
H -1.495 -5.286 -1.820 0.303 -0.019 0.243
C -3.323 -1.229 -3.028 -0.771 0.388 0.342
Cl -5.095 -1.233 -2.833 -0.154 0.150 0.015
Cl -2.817 0.232 -3.903 0.054 -0.508 -0.057
Cl -2.896 -2.771 -3.791 0.411 0.389 0.027
H -2.957 -1.137 -2.005 0.396 -0.374 -0.330
C 2.054 -3.014 4.604 -0.626 -0.029 0.223
Cl 0.667 -2.421 5.602 0.764 -0.393 -0.223
Cl 2.560 -1.772 3.471 -0.054 -0.095 -0.119
Cl 1.585 -4.541 3.773 0.351 0.721 0.382
H 2.896 -3.186 5.275 -0.335 -0.244 -0.159
```
Positions in Å, forces in eV/Å.

The multiplicity is 2. The calculation puts the LUMO energy (spin up / spin down) at 1.533 / 1.528 eV. As for the expectation value of S²: 0.7528. For the highest occupied orbital energy (spin up / spin down), the calculation gives 0.1 / -6.6 eV. For the total energy, the calculation gives -283527.2173 eV. As for the total charge: -1.

Mulliken population analysis, charges in e, atoms 1 to 2: -0.9748 0.8701


2.
C21H25F5FeN7O3STe | wB97M-V/def2-TZVPD

```
64
Properties=species:S:1:pos:R:3:forces:R:3
Fe 0.024 -0.001 0.144 -0.036 0.026 -0.213
C 2.145 -0.793 3.727 0.001 0.014 -0.014
C 1.096 -0.955 2.665 0.021 -0.058 0.057
O 0.852 0.059 1.968 -0.020 0.056 -0.071
C 0.432 -2.201 2.538 0.043 -0.015 0.036
C -0.709 -2.389 1.797 -0.059 0.056 -0.056
C -1.506 -3.649 1.907 0.002 -0.017 0.005
N -1.174 -1.385 1.015 0.036 -0.027 0.000
N -2.425 -1.476 0.637 0.017 0.008 0.015
C -2.857 -0.259 0.148 -0.036 -0.031 0.021
O -2.174 0.765 0.215 0.024 -0.007 -0.005
C -4.238 -0.250 -0.397 0.009 0.005 0.001
C -4.641 0.826 -1.181 0.002 -0.026 0.005
C -5.925 0.857 -1.700 0.003 0.009 -0.006
C -6.811 -0.179 -1.434 -0.008 0.002 -0.003
C -6.409 -1.255 -0.654 0.011 0.007 0.002
C -5.122 -1.296 -0.141 -0.010 0.005 -0.008
H 3.113 -0.758 3.223 -0.010 -0.007 -0.002
H 2.149 -1.616 4.438 -0.009 0.001 0.001
H 1.988 0.153 4.245 0.008 0.001 0.000
H 0.792 -3.019 3.145 -0.002 -0.001 -0.004
H -0.947 -4.398 2.464 -0.003 -0.004 0.000
H -1.744 -4.024 0.912 -0.001 -0.001 0.000
H -2.456 -3.455 2.407 0.003 0.000 0.000
H -3.923 1.601 -1.407 0.006 0.005 -0.006
H -6.231 1.685 -2.327 0.000 0.002 0.001
H -7.814 -0.152 -1.843 0.001 0.002 0.000
H -7.098 -2.065 -0.450 0.001 -0.002 -0.002
H -4.790 -2.132 0.458 0.002 0.003 0.001
C 6.411 -1.208 0.279 -0.006 0.007 0.004
C 5.083 -0.487 0.512 0.024 0.003 0.006
C 3.919 -1.227 -0.062 -0.012 0.027 -0.035
N 3.095 -1.918 0.647 -0.011 -0.001 0.001
N 2.102 -2.508 -0.095 -0.030 -0.035 -0.072
C 2.208 -2.246 -1.368 0.022 0.074 0.164
N 1.372 -2.741 -2.323 -0.035 -0.077 -0.046
S 3.549 -1.219 -1.751 0.052 -0.019 -0.020
H 7.241 -0.650 0.716 0.000 0.001 0.000
H 6.607 -1.329 -0.787 -0.001 0.002 -0.001
H 6.387 -2.201 0.729 0.005 0.001 -0.003
H 5.120 0.518 0.084 -0.014 -0.002 0.003
H 4.895 -0.376 1.581 0.008 -0.009 0.004
H 0.470 -2.968 -1.924 0.002 0.003 -0.017
H 1.257 -2.101 -3.105 -0.019 0.044 0.011
N 1.856 2.988 1.748 0.008 0.002 0.036
C 1.052 3.535 0.763 -0.018 -0.003 -0.019
C 1.460 4.669 0.047 0.003 -0.008 -0.006
C 0.620 5.175 -0.921 0.006 0.009 0.001
C -0.608 4.564 -1.147 0.003 -0.003 0.003
C -0.929 3.462 -0.374 -0.009 -0.044 -0.020
N -0.127 2.950 0.560 0.003 0.073 0.046
H 2.840 3.130 1.588 0.003 -0.005 -0.002
H 1.636 2.012 1.911 -0.007 -0.003 -0.016
H 2.426 5.117 0.244 0.000 -0.001 0.004
H 0.923 6.036 -1.505 -0.001 0.002 0.003
H -1.286 4.910 -1.914 -0.007 -0.005 0.002
H -1.859 2.929 -0.525 0.000 0.014 0.003
F 1.490 0.886 -0.411 -0.018 -0.024 0.027
Te -0.228 0.747 -3.056 0.007 0.078 0.064
F -0.334 1.462 -4.878 -0.021 -0.023 -0.018
F 1.374 -0.288 -3.680 0.022 -0.044 -0.006
F -2.077 1.373 -2.814 0.016 -0.001 0.018
F -1.089 -0.726 -3.847 -0.009 -0.013 -0.039
O -0.453 -0.506 -1.439 0.035 -0.028 0.167
```
Positions in Å, forces in eV/Å.

Its energy above the lowest of the compared OMol25 structures with the same formula, charge and spin is 0.000 eV. The multiplicity is 5. The calculation puts the LUMO energy (spin up / spin down) at 2.052 / 0.902 eV. As for the expectation value of S²: 6.0746. For the highest occupied orbital energy (spin up / spin down), the calculation gives -5.3 / -5.8 eV. For the total energy, the calculation gives -104863.7589 eV. As for the total charge: -1.

Mulliken population analysis, charges in e, atoms 1 to 2: 1.5954 -1.4288


3.
C12H26NO10 | wB97M-V/def2-TZVPD

```
49
Properties=species:S:1:pos:R:3:forces:R:3
O -0.038 -0.230 -2.142 0.618 -0.224 -0.958
H -0.986 -0.307 -2.271 -1.745 -0.265 -0.259
H 0.249 -0.756 -1.393 0.373 -0.948 1.146
H 0.167 0.692 -1.970 0.383 1.518 0.160
C -7.513 1.518 -0.882 2.849 -1.214 -1.308
C -6.256 1.158 -1.538 -1.498 0.846 2.140
C -6.380 0.429 -2.881 -2.480 -0.207 -0.951
O -5.424 -0.151 -3.370 1.115 -0.197 -0.347
C -7.756 0.375 -3.519 5.482 -0.356 0.764
C -8.836 0.801 -2.865 -6.038 0.679 -2.865
C -8.757 1.331 -1.471 -3.206 1.407 3.300
O -9.803 1.645 -0.756 2.043 -1.096 -2.394
O -9.983 0.794 -3.563 2.637 0.211 2.741
O -5.186 1.374 -0.922 0.171 -0.516 -1.183
H -7.363 1.697 0.173 -0.477 0.473 0.050
H -7.788 0.018 -4.538 -0.159 -0.109 0.046
O -0.067 -4.155 0.812 -0.004 0.179 -0.187
H 0.777 -4.606 0.813 0.234 -0.097 -0.052
H -0.477 -4.410 1.639 -0.214 -0.023 0.193
O 1.254 4.297 -2.445 0.060 -0.318 0.037
H 1.249 4.939 -1.735 -0.073 0.139 0.222
H 1.446 4.810 -3.230 -0.001 0.091 -0.245
O -0.225 -2.400 -7.497 0.198 0.141 -0.100
H -1.137 -2.393 -7.207 -0.308 0.066 0.048
H 0.144 -3.193 -7.109 0.095 -0.199 0.067
C 4.668 -1.575 -1.281 0.896 -1.110 0.138
O 3.936 -2.054 -0.218 -1.154 -0.286 1.900
C 4.620 -2.027 1.042 -2.219 -0.102 1.223
C 4.485 -0.684 1.821 -0.622 -0.328 -0.698
N 3.155 -0.280 2.243 -0.932 -1.046 -0.704
C 3.022 1.046 2.753 -0.103 1.049 -0.901
C 3.289 1.248 4.254 -0.501 0.900 -1.985
O 2.072 1.513 4.932 0.780 -1.547 -1.791
C 2.320 1.356 6.266 -1.252 0.385 1.549
H 5.469 -2.315 -1.294 1.241 0.783 -0.609
H 4.936 -0.545 -1.046 0.437 0.111 -0.940
H 4.151 -1.788 -2.217 -0.375 0.749 0.101
H 5.643 -2.403 1.074 0.283 0.304 -0.702
H 4.047 -2.760 1.610 0.037 -0.229 0.181
H 4.711 0.037 1.035 0.844 0.589 0.604
H 5.087 -0.688 2.729 1.134 0.050 -0.457
H 2.647 -0.908 2.849 0.261 -0.472 -0.133
H 2.061 1.431 2.410 -0.598 -0.071 0.881
H 3.624 1.702 2.124 0.762 -0.019 0.262
H 3.920 2.130 4.367 0.406 -0.003 0.309
H 3.821 0.348 4.563 -0.112 -0.067 0.660
H 2.961 2.190 6.551 0.037 -0.051 0.885
H 2.722 0.397 6.593 0.554 -0.209 -0.427
H 1.324 1.351 6.709 0.145 0.639 0.589
```
Positions in Å, forces in eV/Å.

Its energy above the lowest of the compared OMol25 structures with the same formula, charge and spin is 0.786 eV. The multiplicity is 1. The calculation puts the LUMO energy at -0.035 eV. For the highest occupied orbital energy, the calculation gives -1.8 eV. For the total energy, the calculation gives -34821.7575 eV. As for the total charge: -1.

Mulliken population analysis, charges in e, atoms 1 to 2: -0.6287 0.5072


4.
C4H7N3 | wB97M-V/def2-TZVPD

```
14
Properties=species:S:1:pos:R:3:forces:R:3
H 0.789 1.285 2.969 0.080 -0.116 -0.032
N 0.841 0.557 2.256 -0.286 0.086 -0.145
C -0.060 0.734 1.380 0.300 -0.093 0.267
C -1.004 1.850 1.483 -0.554 0.838 0.234
N -1.682 2.767 1.682 0.628 -0.935 -0.301
N -0.286 -0.114 0.287 0.282 -0.186 -0.040
C 0.719 -0.696 -0.238 -0.145 0.054 0.060
C 0.564 -1.606 -1.414 -0.078 0.008 0.024
H 1.730 -0.542 0.160 -0.123 0.106 -0.064
H -0.436 -1.521 -1.845 0.146 -0.028 0.124
H 0.732 -2.645 -1.107 0.023 0.127 0.008
H 1.314 -1.374 -2.179 -0.088 -0.014 0.160
H -1.527 0.806 -2.046 -0.170 0.045 -0.090
H -1.694 0.499 -1.388 -0.014 0.108 -0.205
```
Positions in Å, forces in eV/Å.

Its energy above the lowest of the compared OMol25 structures with the same formula, charge and spin is 2.133 eV. The multiplicity is 1. The calculation puts the LUMO energy at -0.334 eV. For the highest occupied orbital energy, the calculation gives -10.8 eV. Its SMILES is [H]/N=C(C#N)/N=C/C.[H][H]. For the total energy, the calculation gives -8729.5463 eV.

Mulliken population analysis, charges in e, atoms 1 to 2: 0.2658 -0.6045


Result set for max |F|: 3.65, 0.22, 6.72, 1.17 eV/Å, one per record in the order listed.